Molecular formula: C13H20Cl2N7O2
Method: DFT, ωB97M-V/def2-TZVPD

Geometry as ORCA input:
```
! RIJCOSX wB97M-V def2-TZVPD def2/J DEFGRID3
* xyz 1 1
Cl 0.65954 2.86302 -2.71113
Cl -0.19480 -0.96920 0.79429
O 2.42685 2.81758 -0.84196
O 2.10761 0.13778 0.97063
N 0.48620 4.10033 0.85806
N 3.48903 -0.85084 -5.14981
N -2.53651 1.14755 1.08894
N 2.65744 4.40800 1.83969
N -3.70186 -2.67944 2.42739
N -2.95761 -7.22480 -0.11648
N 1.50165 2.40488 2.08796
C 3.23062 -0.08284 -2.67252
C -3.20331 1.80983 0.42521
C -4.09363 2.63306 -0.38299
C 1.44978 3.36484 -1.24404
C -2.25005 -4.31747 1.00920
C 0.39197 1.47626 1.91699
C -1.90036 -7.52643 -0.45326
C 0.94348 0.24831 1.21110
C 0.80443 4.52520 -0.52331
C 3.37496 -0.51558 -4.05665
C -0.56957 -7.92904 -0.89004
C -3.06639 -3.40460 1.80100
C 1.58264 3.60744 1.60417
H -0.12838 4.79542 -1.01464
H -3.57266 3.52777 -0.71824
H -0.01185 1.17946 2.88691
H 0.18610 -7.41391 -0.29996
H 1.45647 5.40551 -0.58728
H -2.15253 -3.93844 -0.00715
H 3.39568 3.96992 2.38237
H -4.42927 2.06859 -1.25073
H -0.45054 -9.00276 -0.76043
H -2.71323 -5.30118 0.97299
H -4.95899 2.92350 0.20935
H -1.26043 -4.40452 1.45702
H 4.07786 -0.42717 -2.08272
H 2.30089 2.04404 2.59726
H -0.43554 -7.67993 -1.94077
H 2.31541 -0.49533 -2.25059
H 0.13364 4.91374 1.35914
H -0.41616 1.90642 1.33305
H 3.04964 4.79017 0.98389
H 3.18524 1.00245 -2.62766
*
```

For the largest force on an atom, the calculation gives 0.93 eV/A. The LUMO energy comes out at -3.85 eV. Its total energy is -53368.3818 eV.

=====

Molecular formula: C13H20Cl6N4O3
Method: DFT, ωB97M-V/def2-TZVPD

Geometry as ORCA input:
```
! RIJCOSX wB97M-V def2-TZVPD def2/J DEFGRID3
* xyz 0 1
Cl 4.80930 -0.99403 -3.75636
Cl -2.20943 -1.00676 -4.27627
Cl 3.64586 1.67374 -4.35637
Cl -1.18364 1.51313 -5.11544
Cl 0.59716 -0.79864 -4.82669
Cl 6.11079 1.46189 -2.75289
O 0.75224 -0.59343 0.34003
O 1.97578 -1.94071 -0.96378
O -0.23640 -1.56803 -1.55138
N -5.00822 2.78374 4.31828
N 0.62607 -5.58405 -3.54581
N -1.41754 0.97438 6.36409
N 1.30790 3.76751 0.76707
C -3.62142 0.59827 3.80386
C 0.16536 3.86666 1.01393
C 2.10527 -2.82034 -2.05336
C -0.31201 0.25871 0.68512
C -1.26113 3.98124 1.35341
C -4.38987 1.82962 4.07501
C -0.63146 1.55593 5.72488
C 0.68407 -1.35030 -0.76198
C -0.00053 -5.25014 -2.66732
C -0.78007 0.08873 -4.12965
C -0.83442 -4.74759 -1.51981
C 0.36488 2.20771 4.92412
C 5.14534 0.73914 -4.06321
H 1.32006 -2.89471 -2.80570
H -0.10547 -4.37324 -0.80106
H -1.80426 4.71765 0.76111
H -3.41731 0.13405 4.76871
H 5.71548 0.75246 -4.99212
H 0.42808 3.26423 5.18463
H -4.29582 -0.06408 3.26110
H -0.61589 0.33354 -3.08026
H -2.72594 0.83972 3.23121
H 2.27629 -3.83574 -1.69585
H -1.34824 3.95246 2.43954
H -0.53595 0.23487 1.75160
H -1.78847 3.05246 1.13574
H 0.05517 1.21106 0.30263
H 3.01691 -2.42977 -2.50554
H -1.19162 0.04339 0.07848
H 0.08526 2.11812 3.87441
H -1.42072 -3.85985 -1.75703
H 1.34991 1.74103 4.92942
H -1.40124 -5.58386 -1.11060
*
```

Its SMILES is COC(=O)OC.ClC(Cl)Cl.ClC(Cl)Cl.CC#N.CC#N.CC#N.CC#N. For the largest force on an atom, the calculation gives 4.50 eV/A. The energy above the lowest of the compared OMol25 structures with the same formula, charge and spin is 1.432 eV. The LUMO energy comes out at -0.09 eV. Its total energy is -101040.1268 eV.

=====

Molecular formula: C13H20F12Li2N2O13S6
Method: DFT, ωB97M-V/def2-TZVPD

Geometry as ORCA input:
```
! RIJCOSX wB97M-V def2-TZVPD def2/J DEFGRID3
* xyz 0 1
S -3.97744 -0.97273 0.77661
S 0.59017 -0.58494 -3.30349
S -0.22111 -2.89159 0.05451
S -1.22967 3.42208 0.28472
S -1.57291 3.36200 -2.23439
S -3.83438 -1.41080 -1.57810
F -1.32524 3.02603 4.37131
F -1.05837 2.36475 1.45681
F 3.55848 1.41943 2.90462
F 1.21210 0.90208 0.29890
F 1.98495 3.90537 5.06630
F -3.73041 0.32827 1.75848
F -2.79317 -0.92224 -2.68354
F 0.09681 2.00138 5.78435
F -2.45866 2.38411 -3.12589
F 2.48063 -0.39972 2.52471
F 3.40206 0.74696 0.26713
F 0.58366 4.84142 3.71204
O -3.30244 -1.96648 1.51448
O -5.09479 -1.15523 -2.16111
O -0.61194 -1.49625 0.08967
O -3.32984 -2.72407 -1.35157
O -0.36156 0.06741 -2.43675
O -0.33229 3.50778 -2.85701
O 0.35235 -1.94376 -3.70129
O -0.06529 -3.58114 -1.18843
O 0.03974 4.02480 0.09459
O 1.39031 2.93410 3.16818
O -2.48928 4.43647 -2.10843
O -2.31092 4.22322 0.73177
O -5.39611 -1.00447 0.71535
N -1.68902 2.38927 -0.85784
N -3.29140 -0.22200 -0.46550
C -0.19383 -5.02718 1.58814
C 1.18106 -4.35949 1.86017
C 2.27958 -0.43426 -2.81643
C 0.77920 0.33655 -4.83778
C -1.16654 -3.95873 1.10631
C 3.02876 -0.64977 -4.12682
C 2.39393 0.94447 2.37259
C 1.27495 -3.10098 0.99175
C 2.35656 1.33111 0.90252
C 2.25401 0.10844 -5.21760
C 1.26474 1.52345 3.19860
C 0.94573 3.67039 4.22624
C -0.17049 3.10593 5.11105
Li -1.48085 0.46249 -0.65166
Li -3.56208 1.72359 -0.61568
H 0.30014 1.21998 2.78757
H 4.03376 -0.25059 -4.01218
H -0.06812 -5.80189 0.83096
H -0.66204 -5.50264 2.44727
H 2.42121 -0.95794 -1.87509
H 2.40689 2.40921 0.74179
H -0.41084 3.95006 5.77001
H 0.61083 1.38036 -4.56412
H -0.10603 -0.01165 -5.36593
H 1.47502 -2.19273 1.56106
H 3.12083 -1.70972 -4.36320
H 2.34102 0.63858 -2.58242
H 2.15305 -3.12445 0.34441
H 1.35505 1.11570 4.20360
H 1.27804 -4.20028 2.92878
H 1.92794 -5.05137 1.48256
H 2.29728 -0.12268 -6.28362
H -1.46336 -3.40292 2.00084
H -2.11739 -4.17779 0.62614
H 2.70699 1.10525 -5.29101
*
```

For the largest force on an atom, the calculation gives 6.40 eV/A. The LUMO energy comes out at -0.20 eV. Its total energy is -141434.6909 eV.

=====

| no. | frontier orbital gap (eV) |
| --- | --- |
| 1 | 9.20 |
| 2 | 10.81 |
| 3 | 10.40 |